No. 1
Molecular formula: C23H41LuN2P3Se
Method: DFT, wB97M-V/def2-TZVPD

Element x y z (Å)
Lu 0.084 0.163 1.036
P -1.547 -2.268 0.888
P 2.250 -0.367 2.603
P 1.575 -1.421 -0.867
H -2.839 4.676 -6.857
C -2.799 3.731 -7.411
C -3.878 2.942 -7.524
H -4.838 3.210 -7.070
C -3.123 -2.137 1.788
C -0.593 -3.412 1.942
C -1.937 -3.266 -0.593
C 3.563 0.851 2.225
C 2.138 -0.205 4.425
C 3.180 -1.939 2.423
C 0.820 -1.330 -2.535
C 1.909 -3.220 -0.743
C 3.259 -0.812 -1.275
H -1.852 3.478 -7.901
H -3.847 2.008 -8.096
H -3.717 -1.306 1.385
H -2.955 -1.930 2.856
H -3.701 -3.060 1.643
H -0.299 -2.952 2.891
H 0.308 -3.788 1.447
H -1.231 -4.283 2.168
H -2.529 -2.659 -1.293
H -2.511 -4.157 -0.296
H -1.023 -3.589 -1.108
H 4.291 0.826 3.044
H 3.126 1.852 2.146
H 4.049 0.627 1.268
H 3.164 -0.176 4.830
H 1.542 -1.031 4.828
H 1.609 0.723 4.670
H 3.915 -1.993 3.237
H 3.691 -1.989 1.446
H 2.488 -2.787 2.506
H 1.330 -2.037 -3.197
H 0.898 -0.316 -2.938
H -0.245 -1.575 -2.493
H 2.545 -3.502 -1.593
H 0.981 -3.799 -0.771
H 2.424 -3.448 0.197
H 3.717 -1.511 -1.987
H 3.892 -0.745 -0.384
H 3.195 0.188 -1.717
C 0.457 2.405 -2.379
C -0.834 2.033 -2.795
C -1.286 2.372 -4.068
C -0.474 3.096 -4.948
C 0.816 3.469 -4.546
C 1.285 3.120 -3.280
Se 1.090 2.038 -0.610
H -1.431 -0.895 0.100
H -1.481 1.485 -2.108
H -2.288 2.072 -4.388
H -0.856 3.371 -5.933
H 1.450 4.039 -5.226
H 2.282 3.409 -2.959
N -1.329 -0.886 7.290
C -1.428 -0.193 6.348
C -1.527 0.655 5.177
C -1.946 1.991 5.272
C -2.008 2.758 4.102
C -1.594 2.211 2.885
N -1.145 0.924 2.802
C -1.189 0.147 3.924
H -2.211 2.416 6.246
H -2.327 3.804 4.117
H -1.582 2.801 1.954
H -0.925 -0.907 3.782

Summary:
- Molar mass: 692.44 g/mol
- HOMO (spin up / spin down): -15.0 / -14.9 eV
- Calculated total energy: -154301.4578 eV
- Net charge: +3
- F_max: 0.07921 Eh/bohr
- LUMO energy (spin up / spin down): -8.83 / -13.24 eV
- Energy above the lowest of the compared OMol25 structures with the same formula, charge and spin: 191.3 kJ/mol

=====

No. 2
Molecular formula: C5H12O3
Method: DFT, wB97M-V/def2-TZVPD

Element x y z (Å)
C -1.705 0.275 -1.456
O -0.654 1.122 -1.059
C 0.751 0.488 -0.745
O 1.084 -0.488 -1.678
C 0.514 -0.021 0.652
C 0.101 1.017 1.674
C -0.187 -1.356 0.820
O 2.062 -0.275 0.939
H -2.322 -0.012 -0.597
H -2.360 0.832 -2.135
H -1.359 -0.619 -1.987
H 1.430 1.339 -0.783
H 1.371 -0.017 -2.475
H 0.625 1.963 1.514
H 0.360 0.673 2.680
H -0.975 1.204 1.628
H 0.122 -2.078 0.060
H -1.273 -1.251 0.790
H 0.072 -1.786 1.792
H 2.342 -1.012 0.367

Summary:
- Molar mass: 120.15 g/mol
- HOMO: -9.5 eV
- Calculated total energy: -11520.8471 eV
- F_max: 0.08435 Eh/bohr
- Structure (SMILES): CO[C@H](O)C(C)(C)O
- LUMO energy: 0.65 eV
- Energy above the lowest of the compared OMol25 structures with the same formula, charge and spin: 185.1 kJ/mol